a.
{"formula": "C6H13N3", "method": "wB97M-V/def2-TZVPD", "elements": ["H", "N", "N", "N", "C", "C", "H", "H", "H", "H", "C", "C", "C", "C", "H", "H", "H", "H", "H", "H", "H", "H"], "positions_angstrom": [[-1.144, -1.997, -1.486], [-1.995, -1.761, -1.003], [-1.782, -1.034, 0.002], [-2.785, -0.680, 0.740], [-3.005, 0.638, 1.312], [-3.968, -0.013, 0.319], [-2.229, 1.395, 0.982], [-3.194, 0.723, 2.413], [-4.900, -0.252, 0.866], [-3.995, 0.242, -0.789], [2.539, 1.663, -1.166], [1.665, 0.674, -0.395], [2.147, -0.401, 0.238], [1.191, -1.433, 0.893], [1.964, 2.021, -2.080], [3.507, 1.196, -1.343], [2.624, 2.461, -0.374], [0.629, 0.764, -0.498], [3.183, -0.628, 0.402], [0.341, -1.599, 0.213], [0.680, -1.012, 1.775], [1.726, -2.441, 1.233]], "e_homo_ev": -8.832}

---

b.
{"formula": "C6H13N3", "method": "wB97M-V/def2-TZVPD", "elements": ["H", "N", "C", "N", "C", "C", "C", "C", "C", "N", "H", "H", "H", "H", "H", "H", "H", "H", "H", "H", "H", "H"], "positions_angstrom": [[-0.804, -0.658, -3.309], [-1.237, -0.304, -2.460], [-0.522, -0.368, -1.432], [0.752, -0.781, -1.108], [0.786, -0.028, 0.151], [1.488, 1.316, -0.004], [1.336, -0.809, 1.337], [-0.778, 0.117, -0.014], [-1.596, -0.892, 0.787], [-1.284, 1.465, 0.123], [1.527, -0.914, -1.737], [1.202, 1.966, 0.817], [2.568, 1.181, 0.007], [1.197, 1.799, -0.934], [1.093, -0.293, 2.258], [2.416, -0.888, 1.254], [0.926, -1.818, 1.364], [-1.569, -0.635, 1.847], [-2.625, -0.864, 0.437], [-1.220, -1.904, 0.652], [-2.084, 1.489, 0.745], [-1.572, 1.824, -0.782]], "e_homo_ev": -9.024}

---

If we sort the structures by their calculated energies, the order from most to least stable is b, a.

---

a.
{"formula": "C5H6OS2", "method": "wB97M-V/def2-TZVPD", "elements": ["S", "C", "C", "C", "S", "C", "C", "O", "H", "H", "H", "H", "H", "H"], "positions_angstrom": [[-2.420, 0.696, 1.383], [-1.795, 0.258, -0.046], [-0.503, -0.442, -0.097], [0.229, -0.760, 1.164], [1.506, 0.567, 1.128], [1.173, 1.075, -0.571], [0.560, -0.318, -1.147], [-0.456, -1.053, -1.428], [-2.477, 0.260, -0.980], [0.726, -1.784, 0.962], [-0.310, -0.690, 2.048], [0.422, 1.881, -0.586], [2.086, 1.326, -1.038], [1.259, -1.016, -0.793]], "e_homo_ev": -8.886}

---

b.
{"formula": "C5H6OS2", "method": "wB97M-V/def2-TZVPD", "elements": ["C", "C", "C", "S", "C", "O", "C", "S", "H", "H", "H", "H", "H", "H"], "positions_angstrom": [[1.088, 1.704, 0.109], [1.026, 0.184, 0.172], [2.201, -0.649, 0.081], [3.785, -0.247, -0.151], [-0.104, -0.530, 0.172], [-1.303, 0.121, -0.046], [-2.487, -0.570, 0.148], [-3.938, 0.057, -0.145], [1.469, 2.060, 1.042], [0.078, 1.978, 0.103], [1.621, 2.057, -0.798], [1.913, -1.688, 0.086], [-0.132, -1.585, 0.018], [-2.420, -1.581, 0.566]], "e_homo_ev": -8.819}

---

If we sort the structures by their calculated energies, the order from most to least stable is b, a.

---

a.
{"formula": "C5H6OS2", "method": "wB97M-V/def2-TZVPD", "elements": ["C", "C", "C", "C", "C", "O", "S", "S", "H", "H", "H", "H", "H", "H"], "positions_angstrom": [[-0.778, 2.044, 1.127], [-0.948, 0.966, 0.637], [-0.340, -1.526, 0.521], [0.418, 0.112, -1.451], [-1.037, -0.333, 0.015], [2.161, 1.395, 0.156], [1.428, -1.394, 0.867], [2.029, 0.118, -0.492], [-0.447, 2.896, 1.617], [-0.676, -1.938, 1.384], [-0.487, -2.282, -0.228], [0.442, -0.754, -2.060], [0.261, 1.190, -1.580], [-2.026, -0.493, -0.514]], "e_homo_ev": -8.761}

---

b.
{"formula": "C5H6OS2", "method": "wB97M-V/def2-TZVPD", "elements": ["C", "C", "C", "O", "C", "S", "S", "C", "H", "H", "H", "H", "H", "H"], "positions_angstrom": [[2.117, -0.711, 0.831], [1.082, -0.790, 0.218], [-0.131, -0.907, -0.544], [-0.181, -2.054, -1.381], [-0.364, 0.406, -1.347], [-0.293, 0.446, -2.990], [-0.913, 1.800, -0.488], [-0.928, 1.363, 1.272], [3.028, -0.704, 1.401], [-1.026, -1.051, 0.134], [0.483, -1.864, -2.054], [-1.384, 2.249, 1.802], [0.083, 1.266, 1.667], [-1.572, 0.552, 1.480]], "e_homo_ev": -8.952}

---

c.
{"formula": "C5H6OS2", "method": "wB97M-V/def2-TZVPD", "elements": ["C", "S", "C", "S", "C", "C", "O", "C", "H", "H", "H", "H", "H", "H"], "positions_angstrom": [[-1.270, 0.296, 0.913], [-1.806, -0.355, -0.704], [-0.224, 0.091, -1.482], [0.206, 1.728, -0.821], [0.163, 0.834, 0.796], [1.029, -0.433, 0.502], [2.060, -0.331, -0.466], [0.796, -0.859, -0.874], [-1.968, 1.073, 1.179], [-1.225, -0.541, 1.699], [-0.313, 0.085, -2.596], [0.469, 1.459, 1.636], [1.201, -1.153, 1.396], [0.882, -1.895, -1.179]], "e_homo_ev": -8.608}

---

d.
{"formula": "C5H6OS2", "method": "wB97M-V/def2-TZVPD", "elements": ["C", "C", "C", "C", "C", "H", "H", "H", "H", "H", "H", "O", "S", "S"], "positions_angstrom": [[-1.248, -0.379, 1.644], [-1.081, 0.776, 0.350], [0.033, 0.511, -0.308], [0.394, -0.779, -0.391], [1.648, 0.913, -1.871], [-1.242, 0.152, 2.485], [-2.430, -1.077, 1.786], [-0.227, -1.301, 1.744], [-1.557, 1.716, 0.305], [0.762, -1.283, 0.484], [-0.282, -1.610, -0.823], [0.569, 1.475, -1.174], [1.760, -0.870, -1.540], [2.901, 1.756, -2.690]], "e_homo_ev": -8.855}

---

If we sort the structures by their calculated energies, the order from most to least stable is c, b, a, d.

---

a.
{"formula": "C3H4N3", "method": "wB97M-V/def2-TZVPD", "elements": ["C", "C", "C", "N", "N", "N", "H", "H", "H", "H"], "positions_angstrom": [[1.576, -0.429, -0.048], [-0.723, 0.772, 0.076], [-1.718, -0.009, -0.071], [1.249, -1.573, -0.059], [1.441, 0.769, -0.058], [0.276, 1.488, -0.022], [-2.039, -0.375, -0.983], [-1.886, -0.561, 0.821], [1.517, -2.526, 0.123], [0.306, 2.442, 0.220]], "total_charge": 1, "e_homo_ev": -14.747}

---

b.
{"formula": "C3H4N3", "method": "wB97M-V/def2-TZVPD", "elements": ["C", "C", "C", "N", "N", "N", "H", "H", "H", "H"], "positions_angstrom": [[0.361, -0.737, 0.087], [-3.056, -0.495, -0.022], [-1.187, 1.127, -0.067], [-2.191, 0.261, 0.091], [-0.625, -1.488, -0.107], [0.073, 0.670, -0.076], [1.294, -1.062, 0.368], [-1.345, 2.150, -0.061], [-0.478, -2.477, -0.066], [0.896, 1.273, -0.337]], "total_charge": 1, "e_homo_ev": -15.398}

---

c.
{"formula": "C3H4N3", "method": "wB97M-V/def2-TZVPD", "elements": ["C", "C", "N", "N", "N", "C", "H", "H", "H", "H"], "positions_angstrom": [[1.395, -0.530, -0.006], [-0.072, -0.198, 0.042], [-1.063, -1.118, 0.233], [-2.049, -0.398, -0.035], [-2.281, 0.770, 0.086], [-0.682, 1.053, -0.090], [2.100, 0.159, 0.423], [1.662, -0.390, -1.145], [1.609, -1.513, 0.442], [-0.618, 2.166, 0.050]], "total_charge": 1, "e_homo_ev": [-17.160, -16.932]}

---

d.
{"formula": "C3H4N3", "method": "wB97M-V/def2-TZVPD", "elements": ["C", "C", "C", "N", "N", "N", "H", "H", "H", "H"], "positions_angstrom": [[0.483, -1.058, -0.706], [-0.822, 0.836, -0.619], [0.329, 0.133, 1.240], [0.832, -0.846, 0.542], [-0.041, 0.078, -1.350], [-0.847, 0.742, 0.700], [0.501, -1.896, -1.347], [0.841, 0.455, 2.428], [0.064, 0.360, -2.323], [-1.339, 1.195, 1.435]], "total_charge": 1, "e_homo_ev": [-14.343, -14.343]}

---

If we sort the structures by their calculated energies, the order from most to least stable is d, b, a, c.